Record 1
19
Properties=species:S:1:pos:R:3:forces:R:3:mulliken_charge:R:1 method="wB97M-V/def2-TZVPD" orbital_gap_ev=10.55 smiles=C[C@@H](O)CCO.O homo_ev=-10.0 multiplicity=1
C 2.052639 0.251269 1.135395 -1.6 -0.5 0.7 -0.694
O 2.164776 0.487397 2.522847 0.8 1.4 0.6 -0.522
C 0.458529 0.039630 0.976619 1.8 -0.7 -2.0 -0.546
C 0.209505 0.052083 -0.544029 -2.9 0.0 1.2 0.238
C -0.362084 -1.326933 -0.968847 3.0 -0.1 -2.0 -1.234
O -0.681601 1.251324 -0.814168 0.8 -2.2 -2.4 -0.602
H 2.675105 0.963755 0.581677 -1.2 1.0 -0.3 0.324
H 2.614287 -0.625246 0.759002 -0.7 -0.5 1.0 0.338
H 1.835258 1.422852 2.609708 0.6 -1.5 0.2 0.334
H 0.255406 -0.995139 1.345827 0.2 0.9 0.0 0.267
H -0.229312 0.720812 1.501279 0.8 0.1 -0.1 0.404
H 1.100635 0.196565 -1.050886 1.8 0.6 -1.1 0.366
H -0.355327 -1.462288 -2.129058 -0.4 0.4 2.0 0.340
H 0.426464 -2.135406 -0.614857 -1.9 1.5 -0.4 0.307
H -1.320565 -1.361807 -0.532956 -1.2 -0.9 0.3 0.385
H -0.820790 1.202738 -1.825868 0.2 0.4 2.4 0.307
H -3.325627 0.395469 -1.830534 0.8 0.8 -0.5 0.284
H -3.103419 0.737981 -0.168995 -1.4 -1.8 -3.8 0.347
O -3.593879 0.184945 -0.952158 0.5 0.9 4.2 -0.641

---

Record 2
19
Properties=species:S:1:pos:R:3:forces:R:3:mulliken_charge:R:1 method="wB97M-V/def2-TZVPD" orbital_gap_ev="12.27 / 5.54" homo_ev="-15.6 / -15.1" total_charge=+1 multiplicity=2
C -0.589129 -1.015395 1.392022 3.4 -1.9 -1.8 -0.271
O -0.173189 -0.020045 2.140870 0.0 4.6 1.6 -0.270
C -0.645031 -0.924240 -0.157354 -1.3 4.0 1.6 -1.117
C 0.664356 -0.327121 -0.910413 0.8 -0.2 3.2 1.067
C 0.674013 1.010726 -1.528482 -2.0 2.3 3.6 -1.627
O 1.261491 -1.354935 -1.590411 0.2 0.1 0.8 -0.456
H -1.639227 -1.340286 1.614947 0.2 -0.4 0.3 0.294
H 0.318974 -1.711001 1.682950 -2.5 -0.3 -0.5 0.384
H -0.341672 0.993639 1.917902 0.4 -2.5 -0.5 0.396
H -1.612240 -0.498704 -0.430431 0.2 0.4 -0.7 0.427
H -0.648096 -1.872143 -0.420482 -0.4 -4.8 -1.2 0.594
H 1.152856 -0.160459 0.084514 0.9 -0.5 -0.9 0.063
H 1.237114 1.144743 -2.356409 1.6 0.0 -2.8 0.450
H 1.095368 1.711345 -0.719528 -0.4 -0.9 -1.4 0.434
H -0.334102 1.422564 -1.659679 0.2 -0.3 -1.0 0.294
H 0.649870 -1.769785 -2.186534 -0.3 -0.3 -1.0 0.355
H -1.500254 1.879047 1.145883 -3.8 -0.2 1.3 0.314
H -1.042398 2.007548 -0.444875 0.0 0.2 3.6 0.296
O -0.833484 2.091190 0.574179 2.9 0.7 -4.1 -0.626

---

Record 3
20
Properties=species:S:1:pos:R:3:forces:R:3:mulliken_charge:R:1 method="wB97M-V/def2-TZVPD" orbital_gap_ev="2.14 / 9.12" homo_ev="0.7 / -6.2" total_charge=-1 multiplicity=2
O 1.474676 1.791013 -1.918586 -0.2 -0.1 0.5 -0.506
C 1.858870 0.663633 -1.680636 -0.4 0.9 -0.7 -0.071
C 1.343410 -0.214725 -0.556657 0.8 0.4 -0.6 -0.944
C -0.015044 0.222941 -0.059112 -0.2 0.2 0.4 -0.442
C -0.223918 -0.141600 1.413837 0.5 0.2 0.1 -0.601
S -0.546540 1.364737 2.437441 -0.7 -0.4 0.9 -0.662
H 2.614548 0.333206 -2.411326 0.3 -0.9 0.4 0.482
H 2.068227 -0.060222 0.281474 -0.2 -0.6 -0.7 0.199
H 1.333054 -1.259300 -0.940908 0.2 0.4 0.7 0.401
H -0.129803 1.315744 -0.093360 0.2 -0.4 -0.6 0.182
H -0.790231 -0.236014 -0.682337 0.0 0.2 0.1 0.232
H 0.621336 -0.611453 1.919689 0.3 0.1 -0.5 0.377
H -0.980150 -0.907842 1.512600 -0.8 0.2 0.3 0.712
H -0.259422 2.422685 1.667291 0.2 -0.4 -0.5 0.100
H -0.686825 -4.714758 1.483653 0.5 0.4 -0.2 0.559
H 0.443321 -5.015185 0.389153 -0.2 0.5 0.4 0.583
O -0.369561 -5.334746 0.812973 -0.3 -0.9 -0.3 -1.596
H -2.689004 2.945865 -0.624294 -0.2 -0.2 -0.2 0.323
H -2.192106 4.058943 -1.480897 -0.1 0.0 -0.3 0.316
O -2.874837 3.377077 -1.470007 0.3 0.2 0.4 -0.644

---

Record 4
20
Properties=species:S:1:pos:R:3:forces:R:3:mulliken_charge:R:1 method="wB97M-V/def2-TZVPD" orbital_gap_ev=10.71 smiles="CCCC(=O)O.O.O" homo_ev=-10.3 multiplicity=1
O 0.625951 2.081778 -1.367169 -0.7 -2.7 0.1 -0.567
C 0.638478 0.952650 -0.870388 0.5 2.2 -0.7 0.714
O 1.483069 0.847907 0.166033 0.2 -1.5 1.7 -0.484
C -0.159501 -0.292549 -1.293233 0.8 -1.0 1.4 -0.751
C -1.081842 0.011909 -2.449643 0.2 -0.6 -1.9 -0.265
C -2.350678 0.620753 -1.866585 3.1 0.5 2.8 -1.118
H 1.376839 0.083639 0.803787 -0.1 1.0 -1.4 0.331
H -0.551009 -0.718386 -0.279025 -0.1 0.7 -1.9 0.366
H 0.473532 -1.120895 -1.639665 0.6 0.5 0.4 0.306
H -0.470967 0.735442 -3.030463 -0.7 0.0 0.2 0.241
H -1.174565 -0.864074 -3.253316 -0.2 1.4 2.2 0.312
H -2.572139 -0.039225 -0.971560 -1.0 1.0 -1.3 0.249
H -3.027975 1.026203 -2.512029 -2.6 -0.3 -1.9 0.420
H -2.030491 1.632130 -1.458925 0.1 -1.2 0.3 0.242
H 1.225318 2.938741 3.431597 1.1 -1.8 0.3 0.329
H 2.671893 2.548927 3.579861 1.8 0.6 0.0 0.307
O 1.831608 2.148838 3.602653 -2.9 1.1 -0.3 -0.632
H 1.255811 -4.991766 3.114643 1.2 -1.1 1.4 0.313
H 0.960265 -3.425693 3.380168 1.1 3.1 3.2 0.299
O 0.876399 -4.176338 2.913252 -2.4 -2.0 -4.5 -0.612

---

Record 5
21
Properties=species:S:1:pos:R:3:forces:R:3:mulliken_charge:R:1 method="wB97M-V/def2-TZVPD" orbital_gap_ev=9.67 smiles="O=C(O)CCCS.O.O" homo_ev=-9.2 multiplicity=1
O 1.862969 -1.256342 -0.162570 -0.7 0.0 0.3 -0.530
C 1.569104 -0.661640 -1.162631 3.0 -0.4 -0.9 0.533
O 2.619611 -0.344050 -2.037190 -1.3 0.3 0.4 -0.494
C 0.285863 -0.083677 -1.595047 -0.8 0.2 -3.0 -0.613
C -0.589497 0.187386 -0.393224 0.7 -0.5 1.0 0.082
C -2.039740 -0.305458 -0.474070 -1.2 -1.3 2.4 -0.618
S -2.944998 0.699652 0.808332 -0.3 0.3 -0.3 -0.261
H 3.419303 -0.365914 -1.495396 0.1 -0.4 -0.1 0.340
H 0.639014 0.809520 -2.182587 -0.8 -0.5 0.7 0.280
H -0.242145 -0.718130 -2.435735 1.1 0.8 1.8 0.309
H -0.490934 1.268818 -0.063392 -0.4 -1.3 -0.5 0.202
H -0.043822 -0.413765 0.393836 -1.1 0.8 -0.3 -0.099
H -2.599760 -0.259349 -1.389358 0.2 0.7 -0.7 0.383
H -2.321527 -1.379990 -0.129268 1.4 1.5 -0.6 0.346
H -3.351492 -0.215310 1.703341 0.2 -0.2 -0.3 0.126
H 0.594778 -1.896861 2.225561 0.2 0.2 -0.4 0.306
H 1.647766 -2.815745 1.524694 0.1 0.5 -0.5 0.343
O 1.072374 -2.724696 2.277810 -0.3 -0.6 1.0 -0.620
H 1.152869 3.567798 1.524396 -0.2 1.0 -0.7 0.310
H -0.515739 3.657896 1.372391 0.3 1.0 -0.6 0.315
O 0.276002 3.249857 1.690108 -0.1 -2.1 1.3 -0.640

---

Record 6
18
Properties=species:S:1:pos:R:3:forces:R:3:mulliken_charge:R:1 method="wB97M-V/def2-TZVPD" orbital_gap_ev="9.28 / 4.29" homo_ev="-13.4 / -13.4" total_charge=+1 multiplicity=2
C -0.836433 0.113214 -2.056741 -0.2 -1.9 1.7 -1.157
C -0.709458 1.567274 -1.752103 1.9 1.5 -1.3 -0.320
S -1.799280 2.425886 -2.945266 0.2 -0.4 0.6 0.239
H -1.528313 -0.321582 -1.307197 0.1 -0.1 -0.9 0.391
H -0.930441 -0.284638 -3.064609 -0.7 0.7 -0.3 0.450
H 0.128330 -0.335621 -1.832662 0.3 0.0 0.4 0.320
H 0.368826 1.863812 -1.948545 -1.5 0.4 -0.1 0.368
H -0.923949 1.910576 -0.740701 -0.4 -0.4 0.1 0.420
H -2.938599 1.783115 -2.551675 0.2 0.2 -0.1 0.294
C 0.497977 -0.708255 2.331646 -0.9 1.3 -0.4 -0.279
O -0.011212 -0.384767 1.012810 -1.3 -0.4 -0.3 -0.467
C 1.736753 -1.549779 2.157752 0.3 0.5 1.4 -0.977
H -0.289916 -1.238741 2.883789 0.1 -0.2 -0.6 0.248
H 0.487611 0.295282 2.848968 1.1 -1.1 -0.1 0.268
H 0.583095 0.170674 0.509926 0.6 0.0 0.5 0.250
H 1.546907 -2.428451 1.559987 -0.2 0.0 -0.4 0.275
H 2.060397 -1.919259 3.133213 0.1 0.0 0.0 0.352
H 2.557705 -0.958741 1.761409 0.1 -0.1 -0.2 0.327

---

Record 7
19
Properties=species:S:1:pos:R:3:forces:R:3:mulliken_charge:R:1 method="wB97M-V/def2-TZVPD" orbital_gap_ev=9.53 smiles=CCCSSC.O homo_ev=-9.0 multiplicity=1
C -1.636140 1.550396 0.615883 2.4 0.5 0.1 -0.584
C -1.511698 2.383699 -0.703805 -3.7 0.8 3.2 -1.103
C -0.206430 0.842611 0.932911 0.1 1.6 0.5 -0.487
S -0.250357 -0.800955 0.283185 1.4 -1.2 0.5 -0.162
S 1.631915 -1.476714 1.076285 -1.1 0.6 -1.7 -0.090
C 2.780810 -0.785350 -0.228227 -0.4 -2.7 0.8 -0.780
H -2.545316 0.932253 0.583314 0.8 -0.4 -0.1 0.397
H -1.792497 2.202615 1.473708 -0.1 0.3 -0.1 0.270
H -1.176232 1.846429 -1.496673 0.7 -1.9 -2.4 0.355
H -0.922162 3.265414 -0.642791 0.6 0.7 0.5 0.352
H -2.598274 2.693190 -0.834046 1.4 0.0 -0.6 0.306
H 0.106260 0.762413 2.043946 -0.9 0.4 -1.7 0.430
H 0.634548 1.438547 0.389622 -1.5 -0.9 1.0 0.235
H 3.603206 -1.518265 -0.188852 0.0 0.6 0.0 0.311
H 3.078348 0.159602 0.105784 0.5 1.4 0.0 0.285
H 2.364207 -0.855386 -1.227730 -0.3 0.3 0.1 0.289
H -0.465148 -3.640311 -0.259591 0.0 0.4 1.0 0.301
H -0.442823 -4.449708 -1.436057 -0.3 -0.8 0.4 0.308
O -0.652215 -4.550481 -0.486866 0.3 0.4 -1.3 -0.634

---

Record 8
19
Properties=species:S:1:pos:R:3:forces:R:3:mulliken_charge:R:1 method="wB97M-V/def2-TZVPD" orbital_gap_ev=8.35 smiles=CCSSCC.O homo_ev=-8.5 multiplicity=1
C -0.356555 -1.308881 2.377108 2.2 0.0 -2.2 -1.157
C -0.922673 -1.683383 0.934003 0.9 1.2 1.3 -0.232
S -1.610111 -0.268400 -0.016082 1.7 1.7 1.4 -0.163
S -0.339728 1.471259 0.859700 -2.0 -1.4 -0.2 -0.138
C 0.492313 2.221780 -0.517581 1.5 1.0 -1.3 -0.259
C -0.225959 2.009631 -1.882397 1.0 -0.5 -0.8 -0.946
H 0.006056 -2.191044 2.911128 -0.3 -0.1 -0.2 0.330
H -0.900699 -0.705784 3.057197 -1.2 0.5 0.3 0.350
H 0.590549 -0.692630 2.144822 -1.4 -1.0 0.5 0.286
H -1.784035 -2.320571 0.908883 -0.3 -0.7 0.4 0.318
H -0.084632 -2.123152 0.392290 -0.4 -0.1 0.0 0.301
H 0.537938 3.358997 -0.384923 -0.1 -1.6 0.4 0.281
H 1.579188 1.862357 -0.490900 -1.5 0.4 -0.5 0.261
H 0.528366 2.275979 -2.748813 -1.7 -0.5 1.6 0.280
H -1.152230 2.638880 -1.920834 0.9 -0.5 -0.1 0.288
H -0.546343 0.917986 -1.948458 0.5 1.5 -0.3 0.217
H 1.981360 -1.744371 -0.783420 0.6 -0.6 0.4 0.326
H 0.883582 -1.459162 -1.628906 -0.4 -1.0 -0.2 0.328
O 1.323613 -2.259490 -1.262817 -0.1 1.7 -0.4 -0.671

---

It is found that the energy relative to the best compared isomer or geometry (same formula, charge and spin) values, taken in the order of the records, are 52.64, 95.96, 8.25, 45.42, 24.95, 39.20, 25.05, 34.08 kcal per mole.